No. 1
The following is a DFT calculation (the ωB97M-V functional and the def2-TZVPD basis) of C31H52BrCoN5P2 as an isolated structure at a distorted geometry.

```
! wB97M-V def2-TZVPD RIJCOSX def2/J DEFGRID3
* xyz 2 4
N -6.5202 4.9227 -5.4763
C -6.3665 5.2378 -4.1977
C -5.5177 4.4973 -3.3677
C -4.8103 3.3873 -3.8679
C -5.0457 3.0585 -5.2259
C -5.9070 3.8598 -5.9953
C -3.8645 2.6607 -3.0122
Co -0.5946 -0.0835 0.4915
P 4.9350 -0.8057 0.0096
C -2.8301 1.9205 -3.4919
C -1.7104 1.5041 -2.6853
C -0.4397 1.3729 -3.2763
C 0.7126 1.1816 -2.5031
C 0.6004 1.2068 -1.1226
C -0.6462 1.5720 -0.4812
C -1.8481 1.4208 -1.2900
Br 2.0908 1.0057 -0.0354
H -3.9525 2.8668 -1.9367
H -2.7248 1.7403 -4.5693
H -5.3990 4.8073 -2.3382
H -4.5816 2.2048 -5.6905
H -6.9162 6.0986 -3.8047
H -6.0686 3.6593 -7.0569
H -0.3229 1.5218 -4.3457
H -2.8446 1.4199 -0.8611
H 1.7051 1.1578 -2.9522
H -0.6035 2.3233 0.3469
P -0.7267 -2.0856 -0.0098
C 5.1434 1.0342 -0.0100
C 6.5429 1.4999 -0.4341
H 4.9219 1.3926 1.0067
H 4.3997 1.4837 -0.6928
H 6.6221 2.5824 -0.2828
H 7.3268 1.0192 0.1644
H 6.7251 1.3063 -1.4987
C 4.0728 -1.1638 -1.5795
C 4.9098 -2.1804 -2.3683
H 3.9654 -0.2324 -2.1501
H 3.0625 -1.5540 -1.3966
H 4.5346 -2.2686 -3.3964
H 5.9623 -1.8685 -2.4207
H 4.8595 -3.1744 -1.9014
C 3.7715 -1.4342 1.3131
C 4.4817 -2.0145 2.5385
H 3.1247 -2.1907 0.8531
H 3.1215 -0.5959 1.6002
H 3.8206 -2.7073 3.0682
H 5.3837 -2.5689 2.2611
H 4.7640 -1.2241 3.2460
C -0.7167 -3.4142 1.2229
C -1.3112 -4.7041 0.6795
H -1.2418 -3.0750 2.1229
H 0.3396 -3.5170 1.4928
H -2.4078 -4.6995 0.7359
H -1.0116 -4.9250 -0.3524
H -0.9556 -5.5196 1.3115
C 0.5409 -2.6106 -1.1940
C 0.2353 -2.3317 -2.6490
H 0.6510 -3.6874 -1.0045
H 1.4788 -2.1262 -0.8857
H -0.7427 -2.7165 -2.9480
H 0.2647 -1.2625 -2.8796
H 1.0013 -2.8278 -3.2565
C -2.3870 -2.0843 -0.7518
C -3.4822 -1.9763 0.3055
H -2.4194 -3.0178 -1.3253
H -2.4296 -1.2388 -1.4645
H -4.3378 -1.4653 -0.1404
H -3.8132 -2.9605 0.6482
H -3.1733 -1.3946 1.1848
C -1.3857 1.2032 2.9785
N -0.2215 0.3764 2.5685
C -0.3256 -0.9120 3.3003
N -0.3410 -0.7536 4.7551
C -1.4970 0.1119 5.1190
N -1.4393 1.4227 4.4360
C -0.1843 2.0803 4.8685
N 1.0045 1.2729 4.5275
C 1.0172 1.0641 3.0669
C 0.8865 -0.0527 5.1857
H -2.2959 0.6751 2.6750
H -1.3113 2.1802 2.4933
H 0.5445 -1.5153 3.0160
H -1.2690 -1.3826 2.9947
H -1.4489 0.2679 6.2065
H -2.4251 -0.4109 4.8440
H -0.0958 3.0568 4.3752
H -0.2073 2.2108 5.9575
H 1.8735 0.4218 2.8298
H 1.1096 2.0402 2.5708
H 0.8448 0.0855 6.2736
H 1.7662 -0.6626 4.9310
*
```

As for the energy above the lowest of the compared OMol25 structures with the same formula, charge and spin: 0.00 kJ/mol. As for the orbital gap (alpha / beta): 0.20932 / 0.15271 hartree.



No. 2
The following is a DFT calculation (the ωB97M-V functional and the def2-TZVPD basis) of C46H47N4O2PbS2Si as an isolated structure at a distorted geometry.

```
! wB97M-V def2-TZVPD RIJCOSX def2/J DEFGRID3
* xyz 3 1
Pb 0.4383 -0.6501 0.1425
C -2.0029 0.2671 2.2826
N -0.8215 0.9391 1.7302
C 0.0516 1.3496 2.8419
C 1.5269 1.3852 2.5391
C 2.3854 2.1570 3.3189
C 3.7518 2.0826 3.0962
C 4.2269 1.2374 2.0994
C 3.3095 0.5240 1.3540
N 1.9938 0.5991 1.5684
C -1.2287 2.0712 0.8942
C -1.6795 1.6182 -0.5454
C -2.1487 2.9355 -1.2850
C -3.6246 3.1420 -1.3385
C -4.4876 2.1631 -1.0629
C -3.9542 0.8789 -0.6706
N -2.7308 0.6347 -0.4340
C -1.7687 -1.1554 2.6886
C -2.5374 -1.7384 3.6901
C -2.4213 -3.0980 3.9225
C -1.5155 -3.8286 3.1638
C -0.7634 -3.1616 2.2171
N -0.8965 -1.8609 1.9689
H -2.4258 0.8498 3.1084
H -2.7406 0.2201 1.4757
H -0.2686 2.3143 3.2534
H -0.0681 0.6072 3.6389
H 1.9912 2.7964 4.0961
H 4.4354 2.6745 3.6857
H 5.2848 1.1362 1.9121
H 3.6183 -0.1312 0.5530
H -2.0223 2.6549 1.3723
H -0.3490 2.7029 0.7437
H -1.6755 3.7878 -0.7888
H -3.9584 4.1125 -1.6747
H -5.5550 2.2981 -1.1211
H -4.6328 0.0400 -0.5716
H -3.2219 -1.1347 4.2645
H -3.0346 -3.5823 4.6654
H -1.3972 -4.8890 3.3098
H -0.0319 -3.6796 1.6144
O 2.2630 -0.6158 -1.6367
S 2.8333 0.1625 -2.7917
C 1.2908 0.6423 -3.7092
C 1.2901 1.8673 -4.6114
C 1.1640 3.2265 -3.9113
C 0.2349 3.2817 -2.7163
S -1.5766 3.2879 -3.0401
O -0.6254 1.0160 -1.1614
C -2.0209 1.9286 -4.1413
C -2.2204 2.3398 -5.4571
C -2.6493 1.4232 -6.4012
C -2.9167 0.1160 -6.0215
C -2.7230 -0.2756 -4.7060
C -2.2531 0.6205 -3.7562
C 3.3815 1.7579 -2.1246
C 2.7694 2.3643 -1.0406
C 3.2873 3.5493 -0.5409
C 4.4060 4.1222 -1.1297
C 5.0092 3.5133 -2.2208
C 4.5066 2.3185 -2.7115
H 0.5173 0.6692 -2.9466
H 1.1202 -0.2422 -4.3214
H 0.4597 1.7407 -5.3092
H 2.1958 1.8828 -5.2194
H 0.8703 3.9767 -4.6445
H 2.1448 3.5259 -3.5397
H 0.3734 4.2305 -2.1973
H 0.3929 2.4556 -2.0311
H -2.0478 3.3703 -5.7319
H -2.7929 1.7369 -7.4240
H -3.2903 -0.5857 -6.7528
H -2.9675 -1.2847 -4.4105
H -2.0752 0.2979 -2.7432
H 1.9067 1.8959 -0.5897
H 2.8223 4.0196 0.3142
H 4.8255 5.0317 -0.7277
H 5.8725 3.9615 -2.6873
H 4.9838 1.8233 -3.5428
C 2.0310 -2.4905 -6.0884
C 2.5843 -2.8520 -4.8683
C 1.7681 -3.1485 -3.7932
C 0.3707 -3.0840 -3.9187
C -0.1714 -2.7006 -5.1605
C 0.6524 -2.4130 -6.2315
Si -0.7725 -3.5350 -2.5128
C -0.5836 -4.8813 -1.2389
C -1.7439 -5.5617 -0.8189
C -1.6542 -6.6593 0.0141
C -0.4133 -7.0926 0.4614
C 0.7361 -6.4010 0.1020
C 0.6592 -5.3138 -0.7459
H 2.6705 -2.2887 -6.9324
H 3.6560 -2.9090 -4.7594
H 2.2160 -3.4250 -2.8526
H -1.2412 -2.6567 -5.2947
H 0.2236 -2.1322 -7.1816
H -2.0449 -2.8164 -2.4433
H -2.7141 -5.2388 -1.1655
H -2.5487 -7.1895 0.3038
H -0.3370 -7.9715 1.0819
H 1.6964 -6.7226 0.4746
H 1.5653 -4.7957 -1.0216
*
```

As for the energy above the lowest of the compared OMol25 structures with the same formula, charge and spin: 201.87 kJ/mol. As for the orbital gap: 0.24491 hartree.



No. 3
The following is a DFT calculation (the ωB97M-V functional and the def2-TZVPD basis) of C3H6N2 in the gas phase at a distorted geometry.

```
! wB97M-V def2-TZVPD RIJCOSX def2/J DEFGRID3
* xyz 0 1
H -2.2844 0.0041 -1.1483
N -2.2194 0.0507 -0.0816
C -1.0014 -0.0392 0.3279
N 0.1830 -0.1924 -0.3262
C 1.2591 0.7931 -0.0134
C 1.5144 -0.6257 0.0005
H -1.0944 -0.2137 1.4880
H 1.3617 1.2713 1.0581
H 1.9251 1.3819 -0.7108
H 1.6604 -1.1103 1.0647
H 2.0536 -1.1103 -0.7875
*
```

As for the energy above the lowest of the compared OMol25 structures with the same formula, charge and spin: 311.78 kJ/mol. As for the orbital gap: 0.39410 hartree.



No. 4
The following is a DFT calculation (the ωB97M-V functional and the def2-TZVPD basis) of C16H23ClN2O3S in the gas phase at a distorted geometry.

```
! wB97M-V def2-TZVPD RIJCOSX def2/J DEFGRID3
* xyz 0 1
C 0.9417 3.0333 0.4428
C -0.1501 2.0786 -0.0286
N -0.0042 0.7749 0.5979
C -0.8955 0.4419 1.6983
C -2.3550 0.4748 1.2340
O -2.8820 1.5681 1.0610
N -2.9988 -0.6762 0.9777
C -2.4992 -2.0018 1.2742
C -2.6955 -2.3503 2.7543
C -4.1533 -2.6270 3.1177
C -5.1185 -1.5136 2.7061
C -5.3582 -1.4630 1.1949
C -4.3472 -0.5900 0.4457
S 0.3141 -0.4562 -0.4763
O -0.6214 -0.5083 -1.5648
O 0.4998 -1.6531 0.2972
C 1.9070 0.0670 -1.1048
C 2.0551 0.4292 -2.4296
C 3.2948 0.8368 -2.8925
C 4.3680 0.8690 -2.0125
Cl 5.9127 1.3780 -2.5801
C 4.2206 0.4950 -0.6824
C 2.9770 0.0915 -0.2300
H 1.9268 2.6525 0.1832
H 0.8908 3.1574 1.5211
H 0.8045 4.0042 -0.0253
H -1.1369 2.4896 0.2000
H -0.0885 1.9345 -1.1100
H -0.7719 1.2076 2.4700
H -0.5684 -0.5213 2.0803
H -1.4471 -2.0826 1.0001
H -3.0475 -2.7086 0.6498
H -2.3252 -1.5220 3.3625
H -2.0967 -3.2319 2.9896
H -4.2166 -2.7686 4.1992
H -4.4722 -3.5607 2.6478
H -4.7435 -0.5484 3.0507
H -6.0732 -1.6944 3.2051
H -6.3489 -1.0507 0.9952
H -5.3511 -2.4811 0.8002
H -4.6351 0.4610 0.5203
H -4.3283 -0.8670 -0.6147
H 1.1976 0.3820 -3.0822
H 3.4317 1.1257 -3.9225
H 5.0696 0.5217 -0.0177
H 2.8213 -0.2113 0.7926
*
```

As for the energy above the lowest of the compared OMol25 structures with the same formula, charge and spin: 62.30 kJ/mol. As for the orbital gap: 0.34465 hartree.



| no. | calculated total energy (eV) |
| --- | --- |
| 1 | -166670.1078 |
| 2 | -93291.7430 |
| 3 | -6185.3136 |
| 4 | -49445.8225 |